# 1
Below is a cluster of 7 separate species, C37H94N6O12 in total at a distorted geometry, with properties calculated with ωB97M-V/def2-TZVPD.

Element x y z (Å)
C1 4.31 10.36 4.27
C2 5.79 10.27 3.79
C3 6.54 9.07 4.23
O1 5.91 10.36 2.41
H1 3.81 9.39 4.16
H2 3.75 11.12 3.72
H3 4.29 10.68 5.31
H4 6.29 11.16 4.19
H5 7.52 9.06 3.77
H6 6.05 8.16 3.87
H7 6.68 9.01 5.31
H8 5.86 11.29 2.18
C4 1.08 1.36 -0.02
O2 2.25 2.18 -0.09
C5 2.27 3.18 0.95
C6 3.39 4.17 0.66
N1 3.13 5.40 1.39
C7 3.10 5.24 2.85
C8 4.40 4.77 3.48
O3 5.50 5.61 3.24
C9 6.62 5.20 3.95
H9 1.22 0.72 0.85
H10 1.07 0.66 -0.85
H11 0.10 1.83 0.02
H12 2.39 2.65 1.90
H13 1.32 3.71 0.97
H14 3.28 4.45 -0.39
H15 4.40 3.79 0.85
H16 3.86 6.07 1.19
H17 2.25 4.62 3.13
H18 2.81 6.16 3.37
H19 4.58 3.77 3.10
H20 4.27 4.55 4.54
H21 7.03 4.21 3.74
H22 6.69 5.45 5.01
H23 7.38 5.83 3.49
C10 5.80 6.68 7.63
O4 4.47 6.60 7.26
C11 3.83 7.88 7.00
C12 2.57 7.55 6.18
N2 1.77 8.67 5.88
C13 1.03 9.35 6.95
C14 0.73 10.78 6.51
O5 1.98 11.43 6.15
C15 1.80 12.78 5.67
H24 5.92 5.62 7.84
H25 5.82 7.23 8.57
H26 6.39 6.99 6.77
H27 4.47 8.57 6.45
H28 3.50 8.31 7.94
H29 2.10 6.68 6.64
H30 2.87 7.16 5.21
H31 2.39 9.35 5.45
H32 1.66 9.44 7.84
H33 0.12 8.83 7.27
H34 0.22 11.28 7.33
H35 0.03 10.70 5.68
H36 1.75 13.46 6.53
H37 0.86 12.99 5.16
H38 2.62 13.18 5.08
C16 11.51 17.09 3.09
O6 10.95 16.22 4.16
C17 9.77 16.71 4.73
C18 9.27 15.72 5.79
N3 10.25 15.59 6.85
C19 9.89 14.63 7.85
C20 10.00 13.16 7.35
O7 8.65 12.66 7.34
C21 8.47 11.55 6.42
H39 10.92 17.33 2.21
H40 12.47 16.68 2.77
H41 11.79 18.02 3.59
H42 9.03 16.82 3.94
H43 9.89 17.69 5.18
H44 9.04 14.74 5.37
H45 8.33 16.10 6.20
H46 11.11 15.41 6.35
H47 8.86 14.81 8.18
H48 10.59 14.79 8.66
H49 10.52 12.51 8.05
H50 10.52 13.06 6.39
H51 8.60 11.80 5.37
H52 7.50 11.05 6.51
H53 9.20 10.77 6.63
C22 6.82 4.82 10.49
O8 6.13 5.84 11.23
C23 6.97 6.67 12.08
C24 6.19 7.76 12.86
N4 5.60 8.82 12.05
C25 6.54 9.46 11.12
C26 6.08 10.73 10.35
O9 5.04 10.35 9.50
C27 4.54 11.34 8.63
H54 7.53 5.29 9.81
H55 6.22 4.12 9.92
H56 7.44 4.25 11.19
H57 7.86 7.11 11.63
H58 7.29 6.02 12.90
H59 6.90 8.19 13.57
H60 5.42 7.27 13.46
H61 4.96 8.34 11.43
H62 6.80 8.73 10.35
H63 7.44 9.67 11.70
H64 6.95 11.06 9.77
H65 5.85 11.54 11.03
H66 4.07 12.13 9.22
H67 3.78 10.84 8.04
H68 5.31 11.74 7.97
C28 7.34 12.61 -1.95
O10 8.51 12.68 -1.13
C29 8.98 13.99 -0.80
C30 8.20 14.61 0.33
N5 8.19 13.78 1.58
C31 7.14 14.30 2.47
C32 5.71 14.11 1.90
O11 5.59 12.86 1.26
C33 4.26 12.53 0.81
H69 7.39 13.26 -2.82
H70 6.44 12.87 -1.39
H71 7.22 11.59 -2.30
H72 8.95 14.63 -1.67
H73 10.02 13.94 -0.46
H74 7.21 14.76 -0.09
H75 8.60 15.60 0.58
H76 7.97 12.86 1.22
H77 7.40 15.33 2.71
H78 7.34 13.84 3.44
H79 5.48 14.96 1.26
H80 5.02 14.13 2.75
H81 3.52 12.47 1.60
H82 4.26 11.51 0.42
H83 3.89 13.29 0.12
C34 6.79 6.21 -0.19
C35 6.43 7.58 0.46
C36 6.25 8.67 -0.64
O12 7.49 8.96 -1.29
C37 8.51 9.73 -0.58
N6 5.16 7.50 1.24
H84 6.15 5.88 -1.01
H85 6.94 5.38 0.50
H86 7.80 6.23 -0.62
H87 7.21 7.93 1.14
H88 5.78 9.55 -0.21
H89 5.46 8.28 -1.28
H90 8.01 10.47 0.05
H91 9.16 10.13 -1.35
H92 9.20 9.14 0.02
H93 5.32 6.99 2.10
H94 5.04 8.45 1.56

Results
Multiplicity: 2
Expectation value of S²: 0.755
Net charge: +1
Kohn-Sham gap (alpha / beta) in eV: 6.893 / 1.471
F_max in eV/Å: 3.72

Mulliken atomic charge list, values in e, 99 entries:
1. C -0.16
2. C 1.27
3. C -0.50
4. O 0.39
5. H -0.12
6. H 0.11
7. H 0.04
8. H -0.22
9. H 0.59
10. H -0.65
11. H 0.21
12. H -0.51
13. C -0.78
14. O -0.35
15. C -0.72
16. C -0.24
17. N -0.25
18. C -1.10
19. C -0.60
20. O -0.18
21. C -0.83
22. H 0.32
23. H 0.27
24. H 0.30
25. H 0.33
26. H 0.36
27. H 0.46
28. H 0.21
29. H 0.25
30. H 0.48
31. H -0.01
32. H 0.60
33. H 0.51
34. H 0.31
35. H 0.00
36. H 0.35
37. C -0.18
38. O -0.50
39. C 0.79
40. C -0.26
41. N -0.19
42. C -0.38
43. C -0.84
44. O 0.00
45. C -0.86
46. H 0.21
47. H 0.12
48. H -0.04
49. H -0.14
50. H 0.24
51. H 0.63
52. H -0.90
53. H 0.04
54. H 0.10
55. H 0.40
56. H 0.49
57. H 0.46
58. H 0.34
59. H 0.37
60. H 0.14
61. C -0.80
62. O -0.36
63. C -0.64
64. C -0.39
65. N 0.10
66. C -0.73
67. C -0.49
68. O -0.30
69. C -0.48
70. H 0.28
71. H 0.29
72. H 0.36
73. H 0.36
74. H 0.44
75. H 0.29
76. H 0.42
77. H 0.35
78. H 0.45
79. H 0.31
80. H 0.50
81. H 0.42
82. H 0.39
83. H -0.19
84. H 0.42
85. C -0.81
86. O -0.31
87. C -0.43
88. C -1.01
89. N -0.35
90. C -0.45
91. C -0.35
92. O -0.23
93. C -0.07
94. H 0.33
95. H 0.28
96. H 0.35
97. H 0.34
98. H 0.49
99. H 0.41


# 2
Below is a cluster of 16 separate species, C37H96BO23 in total at a distorted geometry, with properties calculated with ωB97M-V/def2-TZVPD.

Element x y z (Å)
O1 1.61 -0.96 -3.25
C1 0.82 -0.61 -2.40
O2 1.08 0.09 -1.27
B1 -0.16 0.35 -0.50
O3 -1.22 -0.05 -1.44
C2 -0.72 -0.68 -2.51
O4 -1.32 -1.19 -3.50
O5 -0.30 1.77 -0.09
C3 -0.51 1.82 1.24
O6 -0.63 2.87 1.90
C4 -0.55 0.41 1.81
O7 -0.23 -0.40 0.74
O8 -0.60 0.07 2.99
C5 2.09 -1.96 2.69
C6 2.90 -2.97 3.46
C7 2.53 -4.42 3.23
O9 4.28 -2.88 3.06
H1 1.92 -2.18 1.64
H2 2.63 -1.01 2.73
H3 1.13 -1.81 3.19
H4 2.91 -2.79 4.53
H5 3.09 -5.10 3.86
H6 2.65 -4.79 2.21
H7 1.48 -4.56 3.47
H8 4.54 -3.66 2.57
C8 -1.34 -4.14 -0.03
C9 -0.96 -4.75 1.32
C10 -1.34 -3.95 2.57
O10 -1.48 -6.05 1.42
H9 -1.05 -4.75 -0.89
H10 -0.96 -3.12 -0.11
H11 -2.42 -3.97 -0.13
H12 0.13 -4.72 1.37
H13 -1.20 -2.87 2.48
H14 -0.83 -4.29 3.47
H15 -2.38 -4.06 2.84
H16 -2.43 -5.92 1.45
C11 2.55 -1.62 7.83
C12 1.79 -0.41 7.24
C13 1.34 -0.57 5.76
O11 0.60 -0.34 8.04
H17 2.00 -2.56 7.82
H18 2.96 -1.45 8.83
H19 3.37 -1.75 7.13
H20 2.46 0.43 7.43
H21 0.65 0.19 5.41
H22 0.88 -1.55 5.64
H23 2.21 -0.58 5.10
H24 0.12 0.45 7.79
C14 0.16 -0.08 -7.09
C15 0.27 1.44 -6.86
C16 1.38 1.74 -5.82
O12 0.56 2.15 -8.03
H25 -0.66 -0.35 -7.76
H26 0.03 -0.72 -6.22
H27 1.14 -0.28 -7.53
H28 -0.69 1.77 -6.46
H29 2.25 1.13 -6.07
H30 1.08 1.40 -4.83
H31 1.51 2.82 -5.73
H32 -0.21 2.04 -8.59
C17 4.27 0.25 0.06
C18 3.61 1.54 0.52
C19 4.52 2.58 1.08
O13 3.03 1.97 -0.65
H33 4.90 0.41 -0.82
H34 3.50 -0.49 -0.14
H35 4.85 -0.16 0.89
H36 2.83 1.42 1.27
H37 5.38 2.84 0.46
H38 4.96 2.22 2.02
H39 4.03 3.51 1.39
H40 2.22 1.47 -0.77
C20 -3.58 2.69 1.17
C21 -5.12 2.75 1.12
C22 -5.52 4.03 0.42
O14 -5.66 1.63 0.40
H41 -3.17 3.57 1.66
H42 -3.09 2.42 0.23
H43 -3.39 1.88 1.87
H44 -5.48 2.61 2.14
H45 -6.60 4.12 0.41
H46 -5.17 4.05 -0.61
H47 -5.14 4.92 0.93
H48 -5.68 1.82 -0.54
C23 3.21 2.34 4.76
C24 1.96 2.22 3.87
O15 1.84 3.47 3.25
H49 3.02 3.03 5.58
H50 4.10 2.67 4.23
H51 3.43 1.40 5.27
H52 1.06 2.11 4.47
H53 2.06 1.43 3.12
H54 0.95 3.45 2.88
C25 -4.58 -1.78 -0.61
C26 -3.97 -1.32 0.73
O16 -4.98 -0.67 1.47
H55 -4.71 -0.91 -1.25
H56 -5.49 -2.37 -0.59
H57 -3.83 -2.44 -1.04
H58 -3.14 -0.62 0.59
H59 -3.56 -2.13 1.34
H60 -5.20 0.08 0.91
C27 -0.64 3.38 -3.12
C28 0.69 3.89 -2.60
O17 0.68 5.26 -2.84
H61 -0.83 3.66 -4.16
H62 -1.43 3.78 -2.49
H63 -0.65 2.29 -3.04
H64 1.48 3.37 -3.13
H65 0.85 3.57 -1.57
H66 1.00 5.31 -3.75
C29 0.19 -4.40 -3.68
C30 0.18 -5.74 -4.41
O18 1.48 -6.41 -4.32
H67 0.94 -3.75 -4.13
H68 0.49 -4.51 -2.64
H69 -0.78 -3.89 -3.70
H70 0.07 -5.65 -5.49
H71 -0.58 -6.35 -3.93
H72 2.06 -5.94 -4.91
C31 -5.32 -1.09 -6.56
C32 -4.20 -0.84 -5.55
O19 -3.04 -1.37 -6.03
H73 -5.70 -2.11 -6.45
H74 -4.96 -1.01 -7.59
H75 -6.12 -0.36 -6.46
H76 -4.38 -1.16 -4.53
H77 -4.02 0.22 -5.43
H78 -2.36 -1.22 -5.36
C33 4.90 -0.59 -5.15
C34 5.66 -0.23 -3.92
O20 6.74 0.58 -4.33
H79 5.55 -1.10 -5.86
H80 4.57 0.32 -5.66
H81 4.02 -1.17 -4.88
H82 6.15 -1.11 -3.51
H83 4.95 0.26 -3.26
H84 7.09 0.93 -3.50
C35 -2.43 2.90 4.45
O21 -3.00 2.55 5.66
H85 -2.35 2.00 3.84
H86 -3.05 3.53 3.82
H87 -1.38 3.17 4.43
H88 -3.88 2.22 5.46
C36 -3.36 -1.06 4.39
O22 -4.31 -2.09 4.08
H89 -2.35 -1.34 4.07
H90 -3.52 -0.19 3.76
H91 -3.35 -0.82 5.45
H92 -3.98 -2.82 4.61
C37 1.48 5.72 0.52
O23 1.35 6.64 -0.48
H93 2.28 5.04 0.26
H94 1.87 6.29 1.36
H95 0.57 5.20 0.84
H96 1.04 6.09 -1.20

Results
Multiplicity: 1
Net charge: -1
Kohn-Sham gap in eV: 8.993
F_max in eV/Å: 4.60

Mulliken atomic charge list, values in e, 99 entries:
1. O -0.57
2. C 0.46
3. O -0.04
4. B 0.74
5. O -0.84
6. C 0.35
7. O -0.45
8. O 0.04
9. C -0.04
10. O -0.96
11. C 0.88
12. O 0.11
13. O -0.42
14. C -0.23
15. C 0.92
16. C -1.68
17. O -0.60
18. H 0.66
19. H -0.21
20. H -0.21
21. H -0.19
22. H 0.49
23. H 0.47
24. H 0.21
25. H 0.36
26. C -0.72
27. C 0.62
28. C -0.84
29. O -0.61
30. H 0.29
31. H -0.06
32. H 0.26
33. H -0.09
34. H -0.26
35. H 0.46
36. H 0.50
37. H 0.40
38. C -1.48
39. C 0.52
40. C -0.19
41. O -0.58
42. H 0.35
43. H 0.36
44. H 0.34
45. H 0.17
46. H -0.15
47. H 0.43
48. H -0.11
49. H 0.33
50. C -1.19
51. C 0.46
52. C -0.35
53. O -0.58
54. H 0.37
55. H 0.05
56. H 0.40
57. H 0.24
58. H 0.16
59. H -0.22
60. H 0.29
61. H 0.35
62. C -1.28
63. C 3.78
64. C -1.73
65. O -0.56
66. H 0.11
67. H 0.28
68. H 0.42
69. H -2.05
70. H 0.41
71. H 0.34
72. H 0.33
73. H -0.06
74. C -0.03
75. C 0.19
76. C -1.52
77. O -0.60
78. H 0.43
79. H 0.12
80. H -0.48
81. H 0.31
82. H 0.39
83. H 0.38
84. H 0.40
85. H 0.30
86. C -1.63
87. C 1.29
88. O -0.64
89. H 0.40
90. H 0.34
91. H 0.24
92. H 0.26
93. H -0.75
94. H 0.33
95. C -1.24
96. C 0.81
97. O -0.56
98. H 0.28
99. H 0.36